Entry 1:
ORCA calculation (ωB97M-V with the def2-TZVPD basis set) on one molecule with the formula C10H14N6O3.

The value obtained for the energy above the lowest of the compared OMol25 structures with the same formula, charge and spin is 0.221 eV. The SMILES is N#CCCN1CCN(C(=O)c2c(N)no[n+]2[O-])CC1.

Element x y z (Å)
N 3.842 -0.059 -5.405
C 3.178 0.110 -4.491
C 2.360 0.314 -3.324
C 2.995 -0.360 -2.097
N 2.088 -0.320 -0.968
C 2.305 -1.419 -0.035
C 1.686 -1.096 1.331
N 0.511 -0.270 1.176
C -0.696 -0.799 1.433
O -0.867 -1.973 1.742
C -1.884 0.076 1.339
C -3.198 -0.409 1.000
N -3.461 -1.655 0.570
N -4.066 0.564 1.106
O -3.403 1.660 1.527
N -2.041 1.340 1.695
O -1.292 2.192 2.125
C 0.741 1.008 0.532
C 2.041 0.952 -0.276
H 2.244 1.389 -3.168
H 1.374 -0.121 -3.501
H 3.181 -1.410 -2.340
H 3.966 0.112 -1.871
H 3.377 -1.630 0.110
H 1.832 -2.309 -0.461
H 1.389 -2.015 1.838
H 2.400 -0.559 1.961
H -4.426 -1.934 0.540
H -2.771 -2.345 0.839
H -0.089 1.212 -0.150
H 0.787 1.815 1.272
H 2.917 1.103 0.377
H 2.028 1.765 -1.001

***

Entry 2:
ORCA calculation (ωB97M-V with the def2-TZVPD basis set) on CH4N4 as an isolated structure.

The value obtained for the energy above the lowest of the compared OMol25 structures with the same formula, charge and spin is 7.971 eV.

Element x y z (Å)
C -1.293 0.680 -0.205
N -1.541 0.608 1.105
N -0.178 0.342 1.259
N 0.036 0.723 0.018
N 1.175 -1.633 -0.786
H -1.956 0.760 -0.991
H 0.553 0.807 1.866
H 2.177 -1.313 -0.614
H 1.027 -0.975 -1.653

***

Entry 3:
ORCA calculation (ωB97M-V with the def2-TZVPD basis set) on a 2-piece molecular cluster, C4H11N2 overall.

The value obtained for the energy above the lowest of the compared OMol25 structures with the same formula, charge and spin is 2.885 eV. Its charge is +1.

Element x y z (Å)
C 1.408 1.050 -1.281
C -0.847 1.675 -1.344
N 0.029 0.929 -0.754
H 2.095 1.225 -0.438
H 1.432 1.931 -1.954
H 1.702 0.176 -1.891
H -1.840 1.847 -0.915
H -0.587 2.241 -2.259
C -0.304 -1.155 2.338
C -0.166 -1.087 -0.143
N -0.802 -1.475 0.975
H -0.402 -2.063 2.941
H -0.908 -0.325 2.756
H 0.718 -0.804 2.259
H 0.926 -1.144 -0.237
H -0.720 -1.150 -1.020
H -1.734 -1.869 0.967

***

Entry 4:
ORCA calculation (ωB97M-V with the def2-TZVPD basis set) on one molecule with the formula C4H9NO.

The value obtained for the energy above the lowest of the compared OMol25 structures with the same formula, charge and spin is 0.584 eV. The SMILES is CC(=O)N(C)C.

Element x y z (Å)
C -0.743 0.627 1.791
C 0.133 0.915 0.584
O 0.695 1.996 0.485
N 0.232 -0.042 -0.395
C -0.365 -1.359 -0.369
C 0.990 0.262 -1.592
H -0.454 1.331 2.571
H -0.663 -0.387 2.184
H -1.790 0.810 1.535
H 0.412 -2.129 -0.464
H -0.911 -1.536 0.557
H -1.064 -1.481 -1.207
H 0.355 0.144 -2.479
H 1.850 -0.413 -1.690
H 1.340 1.291 -1.527

***

Entry 5:
ORCA calculation (ωB97M-V with the def2-TZVPD basis set) on a 2-piece molecular cluster, C4H8O2S overall.

The value obtained for the energy above the lowest of the compared OMol25 structures with the same formula, charge and spin is 7.237 eV.

Element x y z (Å)
C -1.366 0.085 -0.695
C -2.003 0.961 0.237
C 1.921 -0.180 -0.480
C 0.817 -0.656 0.423
O -0.210 -0.295 -3.012
O -2.093 1.308 -3.005
S -1.104 0.551 -2.285
H -1.805 2.167 0.241
H -3.112 0.939 0.245
H -1.785 0.731 1.284
H 2.494 -1.161 -0.375
H 1.397 -0.015 -1.422
H 2.399 0.756 -0.044
H 0.345 -1.661 0.196
H 0.606 -0.307 1.348

***

Entry 6:
ORCA calculation (ωB97M-V with the def2-TZVPD basis set) on a 9-piece molecular cluster, C29H43Cl2N2O29P2S overall.

Its charge is -1.

Element x y z (Å)
C 5.814 1.739 0.864
C 5.205 1.018 -0.316
Cl 6.116 1.332 -1.820
C 3.691 1.278 -0.520
Cl 2.890 -0.344 -0.350
N 3.101 2.272 0.419
C 3.037 3.666 -0.159
N 3.208 4.612 0.917
P 1.434 4.130 -1.009
S 1.291 5.904 -1.809
C 4.089 3.835 -1.333
O 3.606 3.527 -2.445
O 5.186 4.257 -0.987
P 1.893 1.735 1.466
O 2.351 0.739 2.442
O 0.612 1.264 0.632
O 1.303 3.023 2.174
H 5.246 1.480 1.760
H 5.796 2.817 0.721
H 6.835 1.388 1.001
H 5.318 -0.047 -0.156
H 3.477 1.564 -1.542
H 3.634 5.470 0.579
H 3.820 4.197 1.607
H 0.461 3.993 -0.014
H 1.170 3.072 -1.895
H 0.655 1.378 -0.322
H 0.337 3.016 2.071
C -4.041 -0.026 2.018
C -3.555 0.058 0.580
O -2.713 1.219 0.624
C -2.294 1.392 1.887
O -1.420 2.134 2.211
O -2.961 0.589 2.735
H -4.186 -1.045 2.369
H -4.951 0.544 2.187
H -2.946 -0.797 0.279
H -4.354 0.204 -0.141
C 0.818 -3.817 -3.296
C 1.545 -2.643 -2.671
O 0.441 -1.883 -2.122
C -0.602 -2.702 -1.940
O -1.621 -2.402 -1.384
O -0.370 -3.905 -2.485
H 1.373 -4.748 -3.249
H 0.500 -3.633 -4.319
H 2.201 -2.946 -1.857
H 2.103 -2.027 -3.369
C -1.024 -5.842 1.329
C 0.165 -6.231 2.191
O 1.160 -6.531 1.207
C 0.850 -5.870 0.067
O 1.577 -5.755 -0.865
O -0.389 -5.341 0.153
H -1.652 -5.071 1.764
H -1.637 -6.703 1.056
H 0.521 -5.404 2.806
H -0.009 -7.102 2.817
C -9.394 0.366 3.905
C -8.102 0.097 4.658
O -7.117 0.299 3.639
C -7.640 1.103 2.684
O -7.020 1.586 1.794
O -8.966 1.276 2.887
H -10.168 0.828 4.511
H -9.791 -0.531 3.427
H -7.927 0.818 5.458
H -8.022 -0.911 5.054
C -1.076 -4.738 -7.161
C -0.525 -4.539 -8.561
O 0.696 -3.829 -8.299
C 1.077 -4.066 -7.023
O 2.094 -3.709 -6.527
O 0.110 -4.750 -6.368
H -1.617 -5.671 -7.033
H -1.696 -3.911 -6.816
H -0.286 -5.484 -9.051
H -1.165 -3.947 -9.208
C 5.958 7.585 3.234
C 7.012 8.301 2.405
O 6.699 7.872 1.083
C 5.391 7.496 1.042
O 4.788 7.233 0.063
O 4.886 7.455 2.306
H 5.628 8.146 4.104
H 6.281 6.589 3.543
H 6.912 9.387 2.459
H 8.032 8.018 2.653
C -3.667 -2.807 -4.293
C -4.251 -3.985 -3.537
O -5.117 -4.576 -4.521
C -4.680 -4.224 -5.748
O -5.063 -4.692 -6.771
O -3.726 -3.271 -5.653
H -2.641 -2.579 -4.017
H -4.277 -1.907 -4.209
H -3.491 -4.714 -3.256
H -4.826 -3.703 -2.660
C 1.062 1.786 5.709
C 0.077 1.154 4.747
O -0.582 0.189 5.598
C -0.469 0.594 6.873
O -1.049 0.108 7.797
O 0.393 1.627 6.975
H 1.248 2.837 5.513
H 2.011 1.250 5.746
H -0.665 1.858 4.381
H 0.555 0.657 3.907

***

Entry 7:
ORCA calculation (ωB97M-V with the def2-TZVPD basis set) on a 2-piece molecular cluster, C10H16 overall.

The value obtained for the energy above the lowest of the compared OMol25 structures with the same formula, charge and spin is 3.040 eV. The SMILES is Cc1ccccc1.CCC.

Element x y z (Å)
C -2.203 -0.459 -1.338
C -1.494 -0.752 -0.032
C -1.736 0.318 0.994
C -1.242 0.106 2.206
C -0.795 -1.247 2.563
C -0.320 -2.113 1.698
C -0.650 -1.815 0.320
H -2.556 -1.305 -1.829
H -1.591 0.084 -2.032
H -3.106 0.181 -0.869
H -2.273 1.196 0.655
H -1.232 0.901 3.087
H -0.702 -1.558 3.549
H 0.186 -2.973 1.721
H -0.291 -2.344 -0.470
C 2.059 1.094 -2.154
C 1.422 0.705 -0.873
C 1.994 1.421 0.306
H 3.108 0.699 -2.368
H 1.803 2.145 -2.396
H 1.662 0.614 -3.031
H 0.378 0.865 -1.041
H 1.453 -0.355 -0.734
H 1.221 2.032 0.683
H 1.938 0.706 1.172
H 2.968 1.854 0.208

***

Entry 8:
ORCA calculation (ωB97M-V with the def2-TZVPD basis set) on C34H31IN5O4PRe as an isolated structure.

The value obtained for the energy above the lowest of the compared OMol25 structures with the same formula, charge and spin is 2.420 eV. Its charge is +2. The multiplicity is 2.

Element x y z (Å)
Re 0.839 -0.692 -0.030
C -1.358 -3.400 4.851
O -0.965 -2.564 3.777
C -0.702 -1.277 4.031
C -0.969 -0.622 5.224
C -0.610 0.712 5.408
C 0.057 1.400 4.422
C 0.361 0.780 3.198
C 1.262 1.402 2.301
N 1.713 0.891 1.189
N 2.847 1.380 0.698
C 3.428 0.588 -0.185
O 2.829 -0.498 -0.513
C 4.705 0.958 -0.776
C 5.371 0.064 -1.620
C 6.556 0.432 -2.226
C 7.108 1.682 -1.983
C 6.474 2.556 -1.107
C 5.279 2.206 -0.513
C -0.055 -0.569 2.957
O 0.171 -1.181 1.846
H -1.380 -4.411 4.452
H -0.636 -3.346 5.673
H -2.356 -3.142 5.217
H -1.456 -1.147 6.030
H -0.839 1.190 6.349
H 0.368 2.419 4.587
H 1.755 2.307 2.650
H 4.970 -0.925 -1.781
H 7.051 -0.271 -2.878
H 8.034 1.963 -2.462
H 6.929 3.506 -0.883
H 4.781 2.882 0.163
N -1.513 -1.392 -2.027
P -1.553 -0.880 -0.409
C -2.664 -2.165 0.224
C -2.166 -3.240 0.949
C -2.999 -4.303 1.255
C -4.308 -4.308 0.801
C -4.809 -3.228 0.090
C -3.994 -2.150 -0.197
C -2.579 0.610 -0.453
C -3.113 1.085 -1.647
C -4.007 2.141 -1.631
C -4.343 2.744 -0.430
C -3.782 2.297 0.756
C -2.906 1.228 0.750
C -0.378 -1.413 -2.782
C -0.475 -1.590 -4.170
C 0.666 -1.589 -4.937
C 1.895 -1.464 -4.292
C 1.915 -1.321 -2.926
N 0.807 -1.272 -2.160
H -2.383 -1.635 -2.490
H -1.134 -3.234 1.273
H -2.621 -5.139 1.822
H -4.943 -5.155 0.999
H -5.833 -3.236 -0.253
H -4.394 -1.307 -0.744
H -2.843 0.629 -2.589
H -4.446 2.493 -2.554
H -5.026 3.578 -0.424
H -4.025 2.785 1.685
H -2.479 0.857 1.672
H -1.452 -1.697 -4.614
H 0.608 -1.687 -6.010
H 2.819 -1.476 -4.848
H 2.861 -1.233 -2.411
N 1.703 3.273 -1.221
C 0.565 2.713 -1.622
O 0.267 1.538 -1.401
C -0.383 3.634 -2.354
I -1.324 4.838 -0.834
H 2.341 2.758 -0.620
H 1.899 4.247 -1.384
H -1.167 3.090 -2.870
H 0.131 4.303 -3.039

***

no.,energy (a.u.),maximum force (eV/A)
1,-943.58186,1.39
2,-259.26699,4.18
3,-268.19886,2.84
4,-287.81098,0.26
5,-705.62965,5.52
6,-5423.91420,1.19
7,-390.52415,6.36
8,-2605.80811,3.41